{
  "formula": "C44H76N3OPReSbSi7",
  "method": "wB97M-V/def2-TZVPD",
  "species": ["Re", "N", "C", "C", "C", "C", "N", "C", "C", "H", "H", "H", "H", "C", "Si", "C", "C", "Si", "Si", "C", "C", "C", "Si", "C", "C", "C", "H", "H", "H", "H", "H", "H", "H", "H", "H", "H", "H", "H", "H", "H", "H", "H", "H", "H", "H", "H", "H", "H", "H", "H", "H", "H", "H", "C", "Si", "C", "C", "Sb", "Si", "C", "C", "C", "Si", "C", "C", "C", "H", "H", "H", "H", "H", "H", "H", "H", "H", "H", "H", "H", "H", "H", "H", "H", "H", "H", "H", "H", "H", "H", "H", "H", "H", "H", "H", "O", "P", "C", "C", "C", "C", "C", "C", "C", "C", "C", "C", "C", "C", "C", "C", "C", "C", "C", "C", "H", "H", "H", "H", "H", "H", "H", "H", "H", "H", "H", "H", "H", "H", "H", "C", "C", "N", "H", "H", "H"],
  "positions_angstrom": [[0.2319, 0.2484, 0.7274], [-2.6665, 0.5307, 7.5769], [-2.2372, 0.4994, 6.5163], [-1.6984, 0.4642, 5.2101], [-1.5343, 1.6352, 4.4563], [-0.9705, 1.5619, 3.2053], [-0.5265, 0.4106, 2.6371], [-0.7250, -0.7153, 3.3672], [-1.2976, -0.7388, 4.6149], [-1.8433, 2.5888, 4.8588], [-0.8408, 2.4624, 2.6191], [-0.3583, -1.6328, 2.9257], [-1.4313, -1.6725, 5.1381], [4.2745, 1.9212, 0.0369], [4.5660, 0.0529, 0.2816], [4.1167, -1.0759, -1.1841], [6.3510, -0.2946, 0.8283], [2.3009, -0.4806, 1.6538], [2.6225, -2.9225, 2.2948], [4.4526, -3.1019, 2.7505], [2.1775, -3.9333, 0.7492], [1.4809, -3.4736, 3.7181], [3.1950, 0.7306, 3.9406], [2.5567, 2.4950, 3.6448], [5.0782, 0.5690, 4.1097], [2.2748, -0.0381, 5.4131], [4.6882, 2.2503, -0.9111], [4.7673, 2.4978, 0.8124], [3.2173, 2.1640, 0.0547], [4.5962, -0.7476, -2.1025], [3.0447, -1.0873, -1.3569], [4.4384, -2.0986, -1.0107], [6.9994, -0.1674, -0.0370], [6.5090, -1.3070, 1.1832], [6.7054, 0.3822, 1.5965], [5.1033, -2.6565, 2.0089], [4.7097, -4.1553, 2.8089], [4.6850, -2.6670, 3.7153], [2.7406, -3.6256, -0.1238], [1.1234, -3.8598, 0.5081], [2.3904, -4.9853, 0.9180], [1.3650, -2.7316, 4.4993], [1.9075, -4.3591, 4.1820], [0.4913, -3.7544, 3.3711], [3.0148, 2.9573, 2.7801], [2.7622, 3.1275, 4.5036], [1.4839, 2.4831, 3.4867], [5.5955, 1.2472, 3.4400], [5.4347, -0.4356, 3.9118], [5.3873, 0.8226, 5.1221], [1.2289, 0.2490, 5.4222], [2.7098, 0.3127, 6.3458], [2.3277, -1.1194, 5.4358], [-6.1819, 0.0345, 2.3408], [-5.6651, 1.1798, 0.9250], [-5.8145, 3.0162, 1.3561], [-6.5082, 0.7177, -0.7087], [-3.1008, 0.7202, 0.4085], [-2.6637, 2.8657, -1.3137], [-4.0589, 2.9092, -2.6022], [-2.7050, 4.2860, -0.0277], [-0.9676, 2.7905, -2.1806], [-3.2046, -2.0240, 0.3159], [-1.5201, -2.7407, -0.2451], [-3.4595, -2.5099, 2.1454], [-4.6172, -2.6284, -0.8013], [-7.1553, 0.3366, 2.7167], [-5.4902, 0.0683, 3.1792], [-6.2799, -0.9956, 2.0089], [-6.7412, 3.1781, 1.8999], [-5.8584, 3.6349, 0.4642], [-5.0035, 3.3732, 1.9849], [-7.5525, 1.0132, -0.6692], [-6.4857, -0.3517, -0.8902], [-6.0660, 1.2109, -1.5675], [-5.0280, 3.1221, -2.1632], [-4.1278, 1.9846, -3.1684], [-3.8496, 3.7044, -3.3122], [-3.7057, 4.6914, 0.0829], [-2.0716, 5.1074, -0.3491], [-2.3664, 3.9613, 0.9543], [-1.0474, 2.2700, -3.1300], [-0.2001, 2.2926, -1.5973], [-0.6049, 3.7916, -2.3971], [-0.6630, -2.1952, 0.1682], [-1.4345, -2.7265, -1.3293], [-1.4372, -3.7748, 0.0820], [-2.6207, -2.2330, 2.7756], [-3.5877, -3.5862, 2.2254], [-4.3474, -2.0513, 2.5652], [-4.5584, -2.2392, -1.8134], [-5.5856, -2.3675, -0.3860], [-4.5824, -3.7131, -0.8655], [0.2029, -0.3548, -1.4301], [0.4727, -0.5732, -2.9021], [1.6384, -1.9228, -3.2615], [2.6971, -1.7217, -4.1416], [3.5098, -2.7844, -4.4971], [3.2637, -4.0537, -3.9965], [2.2096, -4.2555, -3.1181], [1.4026, -3.1937, -2.7496], [1.1607, 0.9091, -3.6827], [0.8398, 1.2676, -4.9846], [1.4305, 2.3809, -5.5553], [2.3457, 3.1312, -4.8327], [2.6643, 2.7739, -3.5303], [2.0724, 1.6646, -2.9554], [-1.0438, -1.0105, -3.8003], [-0.9279, -1.6775, -5.0179], [-2.0603, -1.9586, -5.7624], [-3.3111, -1.5721, -5.3035], [-3.4263, -0.8957, -4.0985], [-2.2965, -0.6180, -3.3478], [2.8887, -0.7386, -4.5492], [4.3306, -2.6232, -5.1785], [3.8886, -4.8822, -4.2948], [2.0053, -5.2395, -2.7270], [0.5754, -3.3446, -2.0719], [0.1314, 0.6903, -5.5572], [1.1742, 2.6589, -6.5659], [2.8131, 3.9902, -5.2899], [3.3769, 3.3581, -2.9675], [2.2999, 1.3734, -1.9391], [0.0464, -1.9786, -5.3799], [-1.9668, -2.4761, -6.7047], [-4.1957, -1.8036, -5.8760], [-4.3990, -0.5790, -3.7493], [-2.3778, -0.0895, -2.4025], [1.1644, 4.6739, 0.7338], [0.8839, 3.2720, 0.7259], [0.7399, 2.1170, 0.8010], [1.4893, 4.9761, 1.7309], [0.2751, 5.2472, 0.4735], [1.9541, 4.9131, 0.0202]],
  "forces_ev_per_a": [[0.1748, -1.5198, -2.1718], [-0.1641, 0.0120, 0.4107], [-0.1449, -0.0101, 0.2242], [0.4561, -0.0740, -1.3047], [-0.0386, -0.3134, 0.2897], [0.4911, -0.1019, -0.3064], [-0.7563, 0.0761, 1.9597], [0.4571, 0.2548, -0.4019], [-0.2583, 0.4426, 0.4094], [0.0020, 0.0521, -0.0410], [-0.1066, -0.1260, 0.0361], [-0.0437, -0.0163, -0.0526], [0.0643, -0.1294, 0.0062], [0.0875, -0.6819, 0.0555], [-0.1546, 0.4427, -0.7816], [-0.0722, 0.4664, 0.6949], [-0.8540, 0.0072, 0.4132], [0.5929, -0.4911, 0.7600], [-0.5853, -0.1805, -0.1479], [-0.6527, 0.2338, -0.1403], [0.2804, 0.3566, 0.4848], [0.4232, 0.2831, -0.4067], [-0.0880, 0.1460, 0.0896], [0.2751, -0.6155, -0.0077], [-0.7157, 0.0651, -0.2869], [0.1851, 0.0863, -0.7212], [0.1544, 0.0081, -0.2634], [0.1378, 0.0445, 0.2340], [-0.1182, -0.0272, -0.0551], [0.2179, 0.2224, -0.1042], [-0.0386, 0.0082, 0.0339], [0.0686, -0.1768, 0.1349], [-0.1213, 0.1032, -0.3330], [-0.0196, -0.1712, 0.0206], [0.0081, 0.1530, 0.1220], [0.1262, 0.0952, -0.1848], [-0.0793, -0.2733, -0.0286], [-0.0004, 0.1473, 0.2253], [0.1470, 0.1049, -0.1969], [-0.2621, 0.1210, 0.0069], [0.1075, -0.2094, 0.1418], [0.0143, 0.1472, 0.1490], [0.1339, -0.1781, 0.0504], [-0.1772, -0.0329, -0.1978], [0.2399, 0.0745, -0.2575], [0.0908, 0.0443, 0.2613], [-0.2032, -0.0623, 0.0608], [0.0474, 0.1482, -0.1607], [-0.0091, -0.2090, -0.0521], [-0.1551, 0.0738, 0.1966], [-0.2009, 0.0788, -0.0866], [0.2413, 0.2042, 0.0772], [0.0828, -0.2201, -0.0204], [0.2348, 0.3620, -0.4347], [-0.1582, 0.0027, 0.1914], [0.0615, -0.5628, -0.1555], [0.3500, 0.1364, 0.5133], [0.8915, -0.3613, -0.5495], [-0.2365, -0.4688, -0.0240], [0.5492, 0.1517, 0.5429], [-0.0195, -0.6074, -0.4913], [-0.6872, -0.1016, 0.4811], [-0.1203, 0.1821, -0.2464], [-0.6654, 0.4160, 0.1179], [-0.0017, 0.3585, -0.7048], [0.5616, 0.1629, 0.5003], [-0.2168, 0.1318, 0.0109], [0.1007, 0.0415, 0.0623], [0.0319, -0.1195, -0.0926], [-0.2131, -0.0198, 0.0922], [0.0309, 0.0480, -0.1656], [0.1067, -0.0331, 0.0807], [-0.2555, 0.1109, 0.0976], [0.0579, -0.1745, 0.0466], [0.1134, 0.1174, -0.0752], [-0.1244, 0.0153, 0.1401], [0.0824, -0.1718, 0.0054], [0.0771, 0.2139, -0.1576], [-0.1716, -0.0247, 0.0462], [0.1544, 0.1341, -0.1820], [0.0286, -0.0844, 0.1240], [-0.0899, -0.0875, -0.0968], [-0.0156, -0.0804, 0.0473], [-0.0598, 0.3003, -0.0481], [0.1466, -0.0060, 0.0756], [0.0334, 0.1308, -0.0867], [-0.0414, -0.1620, 0.1447], [0.0989, 0.0297, -0.0308], [-0.0018, -0.2345, -0.1283], [-0.1605, 0.1057, 0.0548], [0.1055, 0.1193, -0.0767], [-0.1270, 0.0759, 0.1070], [0.0474, -0.2323, 0.0211], [-0.0523, 0.7103, 2.5634], [0.1096, -0.3522, -1.8402], [-0.3315, 0.5096, 0.0944], [-0.0135, 0.1467, -0.0135], [0.0693, -0.0581, -0.0917], [0.0201, 0.0803, 0.0161], [-0.0813, 0.0015, 0.1126], [-0.1384, 0.0459, 0.0612], [-0.1256, -0.4736, 0.3214], [-0.0333, -0.0660, -0.0077], [0.0582, 0.0957, -0.0351], [-0.0243, 0.0010, -0.0770], [0.0422, 0.0039, 0.0822], [-0.0006, -0.0701, -0.0050], [0.4978, 0.0950, 0.2735], [0.0800, -0.0822, 0.0220], [-0.0180, -0.0018, -0.0943], [0.0525, -0.0086, 0.0719], [-0.0155, 0.0191, 0.0320], [0.0531, 0.2367, 0.2680], [0.0311, 0.0179, -0.0391], [0.0738, 0.0099, -0.0817], [0.0379, -0.0573, -0.0108], [0.0028, -0.1357, 0.0344], [-0.0819, -0.1325, 0.0728], [-0.1096, -0.0768, -0.0589], [0.0132, 0.0437, -0.0902], [0.0327, 0.0804, -0.0105], [0.0907, 0.0820, 0.0350], [0.1209, 0.0287, 0.1404], [0.0108, -0.0796, -0.0494], [0.0078, -0.0614, -0.0666], [-0.0620, 0.0013, -0.0995], [-0.0769, -0.0030, 0.0517], [-0.0673, -0.0290, -0.0407], [0.1554, 0.7346, -0.1158], [0.0006, -2.3595, 0.3911], [-0.0302, 2.5217, -0.4165], [-0.0134, -0.0390, 0.0438], [-0.0701, -0.0324, -0.0097], [-0.0001, -0.0453, -0.0274]],
  "multiplicity": 2,
  "total_charge": 3,
  "energy_ev": -126458.2372,
  "s_squared": 0.814,
  "orbital_gap_ev": [4.3, 3.9],
  "e_lumo_ev": [-9.93, -10.00]
}